Formula: C44H58BIrN10O
Source: OMol25
Level of theory: wB97M-V/def2-TZVPD

## Properties
Relative energy (zero: lowest compared OMol25 entry of this formula, charge and spin)   202.09 kJ/mol
Gap between HOMO and LUMO   7.96 eV
Total charge   +2

The geometry in XYZ format:
```
115
Properties=species:S:1:pos:R:3:mulliken_charge:R:1
Ir -0.63398 -0.06876 -1.33708 0.971
C -1.83876 2.15198 -3.88068 -0.999
C -2.20400 0.71035 -3.97716 0.480
C -3.00218 0.03350 -4.90618 -1.425
C -3.01709 -1.29024 -4.50594 0.797
C -3.70795 -2.45276 -5.13840 -1.452
N -2.26585 -1.40393 -3.39389 0.900
N -1.77170 -0.16808 -3.08139 -0.043
B -1.91618 -2.65345 -2.52103 -0.945
N -0.40452 -2.76071 -2.57121 0.905
N 0.27131 -1.59575 -2.45627 0.304
C 1.49580 -1.79622 -2.97810 0.627
C 2.50664 -0.72725 -3.22361 -1.163
C 1.60392 -3.13774 -3.35692 -1.732
C 0.37642 -3.71065 -3.10778 0.898
C -0.08941 -5.10490 -3.36709 -1.389
N -2.36916 -2.35142 -1.09222 0.998
N -2.41975 -1.04225 -0.75552 -0.116
C -3.21718 -0.95175 0.33382 0.400
C -3.71628 0.32425 0.93037 -1.444
C -3.60638 -2.23625 0.70845 -1.284
C -3.05828 -3.09730 -0.22632 0.720
C -3.18298 -4.57871 -0.34422 -1.499
H -1.93777 2.64045 -4.84753 0.473
H -2.49737 2.66553 -3.17613 0.195
H -0.81100 2.25962 -3.52868 -0.056
H -3.49703 0.44799 -5.76897 0.540
H -4.23933 -2.11672 -6.02519 0.400
H -2.99587 -3.22353 -5.43570 0.286
H -4.42596 -2.90775 -4.45566 0.293
H -2.43777 -3.64037 -2.94617 -0.099
H 2.03992 0.25152 -3.19268 -0.195
H 3.31287 -0.76239 -2.49231 0.246
H 2.94126 -0.87416 -4.21133 0.603
H 2.46170 -3.61568 -3.80181 0.588
H 0.76981 -5.75193 -3.52556 0.435
H -0.67977 -5.49251 -2.53798 0.222
H -0.71155 -5.14679 -4.26268 0.246
H -3.45092 1.17874 0.31915 0.255
H -4.80337 0.27774 0.99188 0.458
H -3.34288 0.47472 1.94218 0.260
H -4.26388 -2.49630 1.52259 0.596
H -3.72431 -4.97063 0.51333 0.453
H -3.72697 -4.85638 -1.24835 0.294
H -2.20144 -5.05357 -0.38822 0.201
C 1.64633 -2.61947 4.94872 -1.545
C 0.48893 -3.30844 4.20589 1.588
C -0.79188 -3.20270 5.04751 -1.599
C 0.83281 -4.78381 4.00494 -1.981
C 0.29357 -2.58517 2.88110 0.095
C 0.59347 -3.15890 1.64994 -0.719
C 0.41165 -2.43789 0.48420 -0.741
N -0.02998 -1.18057 0.48411 0.829
C -0.32151 -0.60183 1.65780 0.100
C -0.17662 -1.27139 2.85525 -0.935
C -0.77930 0.79426 1.54481 0.265
C -0.92360 1.64487 2.62990 -0.615
C -1.24421 2.98409 2.45053 -0.022
C -1.42381 3.41020 1.13086 -0.883
C -1.30043 2.51474 0.09798 -1.117
N -0.98574 1.22078 0.29628 0.963
C -1.39039 3.96307 3.60596 1.847
C -1.09337 3.31147 4.95613 -2.032
C -0.41171 5.12890 3.39625 -1.590
C -2.83593 4.48781 3.61116 -1.591
H 1.81713 -3.11887 5.90367 0.462
H 1.42481 -1.56981 5.15304 0.341
H 2.57075 -2.67046 4.36922 0.319
H -0.66356 -3.76404 5.97356 0.469
H -1.65042 -3.61849 4.51548 0.351
H -1.02190 -2.17224 5.32243 0.344
H 0.89399 -5.27348 4.97665 0.429
H 1.79968 -4.91192 3.51398 0.384
H 0.06810 -5.30169 3.42154 0.428
H 0.97011 -4.16912 1.57936 0.690
H 0.64079 -2.87358 -0.47706 -0.083
H -0.44402 -0.78149 3.78024 0.477
H -0.77150 1.26018 3.62624 0.656
H -1.66139 4.43969 0.90009 0.628
H -1.44658 2.81867 -0.92887 0.365
H -0.08424 2.89417 4.99055 0.459
H -1.81341 2.52498 5.19511 0.419
H -1.16226 4.06539 5.73977 0.423
H 0.62217 4.77722 3.42131 0.367
H -0.54059 5.85944 4.19550 0.464
H -0.57499 5.64009 2.44660 0.353
H -3.54629 3.67024 3.75201 0.352
H -3.08590 4.99940 2.68051 0.361
H -2.96551 5.19499 4.43106 0.455
C 5.61492 2.22015 -0.94472 -1.081
N 4.32062 1.68295 -0.52490 -0.045
N 3.14982 1.99863 -1.17963 0.887
C 2.20464 1.06385 -0.87282 0.016
O 1.03077 1.19270 -1.35901 0.190
C 2.81650 0.14069 0.00249 -0.394
C 4.11968 0.55224 0.17217 0.075
C 5.21910 -0.07008 0.95937 -1.777
C 2.92561 3.28482 -1.76882 0.147
C 3.40881 4.42240 -1.13676 -0.050
C 3.19623 5.66467 -1.71618 -0.782
C 2.49225 5.76675 -2.90825 -0.582
C 1.98569 4.62434 -3.51218 -0.913
C 2.20108 3.37623 -2.94816 -0.102
H 5.46813 2.88852 -1.78591 0.409
H 6.26732 1.40645 -1.25530 0.376
H 6.08559 2.77114 -0.13316 0.369
H 2.34994 -0.71541 0.45013 0.480
H 4.81728 -0.85226 1.59857 0.357
H 5.72229 0.66949 1.58225 0.398
H 5.96879 -0.51650 0.30221 0.382
H 3.93476 4.34390 -0.19306 0.523
H 3.57777 6.55277 -1.22979 0.436
H 2.33674 6.73603 -3.36291 0.433
H 1.43035 4.70338 -4.43768 0.461
H 1.81120 2.48331 -3.41510 0.354
```